# C7H28ClN8O7

A 8-piece molecular cluster, C7H28ClN8O7 overall at a distorted geometry (ωB97M-V with the def2-TZVPD basis set, the OMol25 dataset).

Each line ends with the Mulliken charge.
CARTESIAN COORDINATES (ANGSTROEM)
Cl: -12.56 0.44 -14.95  -0.739
C: -16.58 0.23 -16.29  -0.363
O: -15.26 0.63 -16.80  -0.399
H: -17.00 -0.59 -16.87  0.254
H: -16.34 -0.12 -15.29  -0.043
H: -17.24 1.09 -16.18  0.259
H: -14.51 0.44 -16.23  0.177
C: -11.53 3.39 -17.67  -0.389
O: -12.30 2.31 -18.08  -0.496
H: -11.03 3.87 -18.51  0.264
H: -12.13 4.12 -17.14  0.205
H: -10.88 2.90 -16.95  0.132
H: -12.43 1.71 -17.35  0.311
C: -15.13 -0.31 -12.39  -0.372
O: -13.76 -0.48 -12.10  -0.542
H: -15.65 -1.00 -11.72  0.322
H: -15.48 0.71 -12.26  0.215
H: -15.28 -0.67 -13.41  0.030
H: -13.25 -0.04 -12.78  0.240
C: -9.15 1.72 -12.65  0.555
O: -8.96 2.50 -11.75  -0.704
N: -8.63 0.52 -12.71  -0.336
N: -9.82 2.02 -13.73  -0.298
H: -8.10 0.21 -11.91  0.178
H: -8.87 -0.09 -13.48  0.236
H: -10.23 2.94 -13.65  0.154
H: -10.14 1.40 -14.46  0.396
C: -12.93 -2.22 -18.53  0.690
O: -14.06 -2.59 -18.12  -0.723
N: -12.16 -1.43 -17.91  -0.041
N: -12.35 -2.68 -19.62  -0.393
H: -11.20 -1.28 -18.17  0.164
H: -12.41 -1.02 -17.02  -0.066
H: -11.43 -2.39 -19.91  0.147
H: -12.85 -3.27 -20.28  0.229
C: -9.01 -1.21 -16.02  0.582
O: -7.90 -1.67 -16.30  -0.726
N: -9.97 -1.81 -15.32  -0.060
N: -9.52 -0.06 -16.36  0.113
H: -10.83 -1.33 -15.12  0.064
H: -9.88 -2.80 -15.15  0.187
H: -8.93 0.57 -16.89  0.147
H: -10.38 0.24 -15.92  -0.646
C: -14.94 3.58 -14.20  0.643
O: -15.79 4.29 -13.73  -0.791
N: -14.31 2.78 -13.49  -0.032
N: -14.59 3.59 -15.44  -0.154
H: -14.32 3.02 -12.51  0.246
H: -13.50 2.30 -13.86  -0.055
H: -13.89 2.89 -15.64  0.054
H: -14.97 4.24 -16.12  0.171

Net charge: -1
E_LUMO, hartree: 0.0961
Energy relative to the best compared isomer or geometry (same formula, charge and spin), kJ/mol: 0.0
Orbital gap, eV: 9.6